Molecular formula: C42H26BrF4N4O4PRh
Method: DFT, ωB97M-V/def2-TZVPD

XYZ file:
```
83
Properties=species:S:1:pos:R:3:mulliken_charge:R:1
Rh 0.8848 0.0796 0.7301 0.203
F 2.1221 -6.8472 -0.4004 -0.281
C 2.0088 -5.6603 0.1683 0.496
C 2.2516 -5.5074 1.5198 0.326
F 2.6021 -6.5464 2.2613 -0.287
C 2.1192 -4.2520 2.0896 -0.034
F 2.3521 -4.1500 3.4002 -0.440
C 1.7569 -3.1314 1.3571 0.347
P 1.5934 -1.5136 2.1759 1.472
C 3.1593 -1.1990 3.0426 1.082
C 4.3052 -1.9632 2.8484 -0.225
C 5.4884 -1.6152 3.4809 -0.925
C 5.5409 -0.4964 4.2987 -0.583
C 4.4072 0.2816 4.4808 -0.822
C 3.2223 -0.0654 3.8524 -0.435
C 0.2760 -1.6706 3.4115 1.248
C -0.2025 -0.4747 3.9512 -0.426
C -1.2256 -0.4833 4.8843 -0.945
C -1.8001 -1.6859 5.2704 -0.604
C -1.3507 -2.8748 4.7166 -0.792
C -0.3168 -2.8701 3.7915 -0.473
C 1.5204 -3.3098 -0.0081 -0.644
Br 1.0626 -1.9098 -1.1923 -0.040
C 1.6426 -4.5572 -0.5899 0.343
F 1.4215 -4.7350 -1.8881 -0.321
H 4.2967 -2.8076 2.1743 0.426
H 6.3733 -2.2175 3.3244 0.434
H 6.4673 -0.2259 4.7878 0.431
H 4.4434 1.1631 5.1068 0.447
H 2.3517 0.5626 3.9925 0.211
H 0.2121 0.4766 3.6352 0.308
H -1.5797 0.4502 5.3010 0.442
H -2.6020 -1.6951 5.9965 0.412
H -1.8015 -3.8147 5.0057 0.451
H 0.0065 -3.8102 3.3692 0.283
C -7.0743 1.3494 -8.5767 -0.844
O -7.8091 1.1457 -7.3741 -0.408
C -7.2089 1.3977 -6.2042 0.726
C -5.8984 1.8716 -6.0734 -0.550
C -5.3763 2.1062 -4.8215 -0.254
C -6.1567 1.8690 -3.6689 0.366
C -7.4864 1.3994 -3.8149 -0.442
C -7.9945 1.1656 -5.0593 -0.647
N -5.6900 2.0911 -2.4299 -0.310
N -4.5364 2.5569 -2.0827 -0.476
C -3.7125 1.7122 -1.3564 0.287
C -4.1761 0.6098 -0.6346 -0.721
C -3.3069 -0.1708 0.1012 -1.006
C -1.9237 0.1273 0.1722 0.381
O -1.1170 -0.5621 0.8705 -0.142
C -1.4395 1.2751 -0.5769 0.448
N -0.1192 1.5433 -0.4848 -0.367
C 0.3608 2.6093 -1.1070 -0.348
C -0.4493 3.4583 -1.8655 -1.163
C -1.7912 3.1917 -1.9779 -0.437
C -2.3178 2.0667 -1.3220 1.004
H -7.7385 1.0546 -9.3822 0.238
H -6.1782 0.7268 -8.5966 0.349
H -6.8040 2.4004 -8.6930 0.355
H -5.2930 2.0690 -6.9454 0.406
H -4.3721 2.4901 -4.7055 0.430
H -8.0834 1.2372 -2.9281 0.434
H -9.0056 0.8086 -5.1979 0.432
H -5.2294 0.3710 -0.6656 0.499
H -3.6566 -1.0355 0.6499 0.497
H 1.4147 2.8039 -0.9760 0.571
H -0.0039 4.3204 -2.3402 0.436
H -2.4517 3.8355 -2.5425 0.540
O 3.8660 -1.1669 0.0341 -0.614
C 3.8850 0.0154 0.3114 -0.167
N 2.7681 0.7767 0.6052 0.831
C 3.1331 2.0585 0.9536 -0.385
O 2.3562 2.9311 1.2923 -0.637
C 4.6243 2.1456 0.8511 0.508
C 5.4892 3.1894 1.0958 -0.571
C 6.8500 2.9381 0.9272 -0.527
C 7.3076 1.6853 0.5314 -0.588
C 6.4221 0.6370 0.2890 -0.377
C 5.0797 0.8984 0.4558 0.250
H 5.1247 4.1583 1.4100 0.513
H 7.5675 3.7275 1.1084 0.434
H 8.3714 1.5268 0.4128 0.424
H 6.7703 -0.3414 -0.0142 0.536
```

The expectation value of S² is 6.0629. For the HOMO energy (spin up / spin down), the calculation gives -9.82 / -10.96 eV. As for the LUMO energy (spin up / spin down): -3.17 / -5.60 eV. Its HOMO-LUMO gap (spin up / spin down) is 6.649 / 5.365 eV. As for the total charge: +1. As for the multiplicity: 5.

---

Molecular formula: C5H10O
Method: DFT, ωB97M-V/def2-TZVPD

XYZ file:
```
16
Properties=species:S:1:pos:R:3:mulliken_charge:R:1
C 0.6153 -0.1866 1.7906 -1.320
C -0.2703 0.5845 0.8419 0.066
C 0.3210 1.3196 -0.3629 -0.948
C -0.5448 0.1245 -0.5406 0.996
C 0.2140 -1.3171 -1.0725 -1.353
O -1.7846 0.1105 -1.1606 -0.664
H 1.0872 0.4962 2.5035 0.367
H 0.0387 -0.9253 2.3586 0.316
H 1.4139 -0.7186 1.2623 0.259
H -1.1086 1.0921 1.3204 0.350
H -0.0509 2.3099 -0.6167 0.283
H 1.3774 1.1635 -0.5603 0.230
H 0.0821 -1.6626 -2.1379 0.425
H -0.0392 -2.1889 -0.4477 0.311
H 1.2590 -1.0681 -0.9981 0.379
H -1.2189 -0.7054 -1.4719 0.303
```

For the HOMO energy, the calculation gives -9.19 eV. As for the LUMO energy: 0.97 eV. Its HOMO-LUMO gap is 10.154 eV. As for the multiplicity: 1.

---

Molecular formula: C2H10NOS
Method: DFT, ωB97M-V/def2-TZVPD

XYZ file:
```
15
Properties=species:S:1:pos:R:3:mulliken_charge:R:1
C 1.0416 0.1797 -0.7221 -0.506
C 0.2416 1.4764 -0.7577 -0.604
S -1.0671 1.3193 0.5036 -0.249
N 0.1426 -1.0036 -0.9324 -0.238
H 1.6088 0.0475 0.1954 0.302
H 1.7645 0.1555 -1.5356 0.331
H 0.0137 1.7597 -1.7813 0.406
H 0.8321 2.3234 -0.4090 0.357
H -2.0606 2.1078 0.0809 0.186
H -0.8701 -0.9081 -0.9320 0.386
H 0.3721 -1.8528 -0.3773 0.216
H 0.2766 -1.3020 -1.9047 0.402
H 1.2860 -2.7693 1.0631 0.357
H 0.5858 -2.2276 2.2352 0.335
O 0.3884 -2.5231 1.3423 -0.681
```

For the HOMO energy, the calculation gives -13.33 eV. As for the LUMO energy: -3.47 eV. Its HOMO-LUMO gap is 9.860 eV. As for the total charge: +1. As for the multiplicity: 1.

---

It is found that the relative energy (zero: lowest compared OMol25 entry of this formula, charge and spin) values, taken in the order of the records, are 0.0, 317.6, 54.2 kJ/mol.